# C5H32N2O11

A cluster of 11 separate species, C5H32N2O11 in total in a non-equilibrium geometry (wB97M-V/def2-TZVPD, the OMol25 dataset).

XYZ file:
```
50
Properties=species:S:1:pos:R:3:forces:R:3:nbo_charge:R:1
C -1.141172 3.648708 1.581385 -0.48 0.14 1.23 -0.62
C -0.573766 2.230141 1.447205 -1.68 1.23 -1.45 -0.16
N -1.487168 1.484394 0.525567 2.38 0.08 0.59 -0.84
C 0.786575 2.429799 0.843856 1.68 -2.75 -1.01 0.71
O 1.025527 3.044385 -0.203536 -1.08 0.72 0.97 -0.69
N 1.827022 1.708336 1.386833 0.71 1.73 -1.19 -0.44
C 3.178909 2.144875 0.905771 -0.39 -2.05 1.21 -0.41
C 1.703148 0.487242 2.118620 -1.88 -1.85 -0.57 -0.48
H -1.124629 4.252630 0.669323 -0.33 -0.64 -0.17 0.23
H -0.576532 4.246479 2.262275 0.81 0.40 0.69 0.21
H -2.121259 3.598954 2.078450 0.00 0.04 -0.65 0.22
H -0.566222 1.684964 2.383116 0.32 0.15 0.18 0.22
H -1.923746 2.131185 -0.111123 -0.35 -0.22 0.01 0.37
H -2.145967 0.966026 1.072109 -0.43 0.22 -0.06 0.37
H 3.539126 1.477343 0.098257 -0.27 0.66 -0.05 0.19
H 3.811783 1.877463 1.761075 0.26 0.52 -0.21 0.20
H 3.195621 3.201793 0.669499 0.04 -0.14 -0.10 0.23
H 1.533450 0.620509 3.183791 0.30 -0.29 0.05 0.21
H 0.918311 -0.207436 1.703083 -0.60 1.62 0.67 0.26
H 2.356543 -0.339117 1.849020 1.79 0.83 0.40 0.23
O -0.584740 -1.443526 2.738395 -0.52 -0.45 1.11 -0.96
H -1.354212 -1.350885 2.157304 0.44 -0.28 -0.10 0.49
H -0.831349 -2.184093 3.318986 0.11 0.41 -0.21 0.47
O 1.469417 -3.262991 -0.440012 0.45 0.30 0.10 -1.00
H 1.323250 -2.961802 -1.369169 0.73 -0.04 0.03 0.53
H 2.339740 -3.658201 -0.274329 -0.44 0.30 -0.57 0.50
O -0.620567 -1.538025 0.192212 -0.48 0.85 -0.79 -1.01
H -0.460871 -0.618957 -0.086849 0.17 -0.32 0.06 0.50
H 0.191879 -2.056097 0.240238 0.17 0.31 -0.01 0.50
O -2.744523 -3.135418 0.589722 -0.98 -0.16 0.48 -0.98
H -2.434069 -2.300874 0.236911 0.75 -0.56 -0.19 0.46
H -1.976293 -3.731007 0.611575 0.14 0.17 -0.25 0.50
O 2.217259 2.438388 -2.511228 0.26 0.03 0.21 -0.96
H 2.069799 2.210037 -1.564038 -0.03 0.42 -0.65 0.51
H 1.703343 3.249053 -2.593966 0.21 0.21 0.16 0.48
O 0.296990 0.789281 -3.061863 -0.03 0.91 -0.58 -1.01
H 0.983055 1.493403 -3.235111 0.00 -1.07 0.51 0.50
H -0.478248 1.361332 -2.986183 -0.25 -0.52 0.20 0.47
O -2.320402 -1.772137 -3.231105 -0.32 0.02 0.00 -0.94
H -2.354983 -1.033038 -2.615235 0.22 -0.02 0.04 0.47
H -1.572905 -1.584662 -3.802457 0.16 0.07 0.04 0.47
O 1.110965 -1.915957 -2.672190 0.18 0.05 -0.23 -0.98
H 1.028443 -0.991438 -2.401502 -0.30 0.21 -0.06 0.51
H 1.230148 -1.857542 -3.626226 0.00 -0.16 0.09 0.49
O -0.377922 -4.795994 0.394662 0.20 0.54 -0.34 -0.99
H 0.066681 -4.938874 1.237113 -0.07 -0.02 -0.06 0.46
H 0.232185 -4.150021 -0.092797 -0.76 -1.25 0.90 0.49
O -3.359603 0.092830 -0.395917 -0.77 -1.06 -0.79 -0.94
H -3.090363 -0.701793 0.078971 0.22 0.24 0.34 0.47
H -3.917669 -0.339679 -1.060508 -0.25 0.47 0.00 0.48
```
Positions in Å, forces in eV/Å.

For the highest occupied orbital energy, the calculation gives -9.48 eV. Its relative energy (zero: lowest compared OMol25 entry of this formula, charge and spin) is 79.11 kcal/mol. As for the SMILES: C[C@@H](N)C(=O)N(C)C.O.O.O.O.O.O.O.O.O.O. Its LUMO energy is 0.2 eV.

***

# C5H32N2O9S

A cluster of 10 separate species, C5H32N2O9S in total in a non-equilibrium geometry (wB97M-V/def2-TZVPD, the OMol25 dataset).

XYZ file:
```
49
Properties=species:S:1:pos:R:3:forces:R:3:nbo_charge:R:1
C 2.164589 -0.159394 -0.223368 0.19 -0.70 -1.11 -0.42
N 0.835748 -0.410537 -0.790035 -0.82 -0.12 0.64 -0.48
C 0.640707 -1.839546 -1.032275 -0.66 0.02 -0.12 -0.44
C -0.150561 0.036139 0.204821 0.62 1.29 0.69 -0.23
C -0.423413 1.570172 0.062206 -0.42 -1.97 0.57 -0.08
N -0.458004 2.173539 1.415143 0.03 0.46 -0.38 -0.88
C -1.738805 1.677154 -0.679819 0.43 0.37 -1.01 -0.54
S -2.086063 3.386021 -1.191503 -0.52 0.22 0.20 -0.06
H 2.497650 -1.033857 0.347399 -0.04 0.04 0.31 0.17
H 2.841354 -0.077454 -1.074004 0.34 0.39 0.26 0.22
H 2.170859 0.709247 0.420901 0.16 0.26 -0.17 0.20
H 1.147368 -2.194179 -1.928763 0.23 0.11 0.02 0.20
H 0.887024 -2.453574 -0.160431 0.35 0.16 -0.37 0.21
H -0.433351 -1.969312 -1.163903 0.10 -0.21 -0.41 0.20
H 0.281476 -0.039916 1.208135 -0.15 -0.49 0.13 0.18
H -1.094045 -0.498664 0.212622 0.18 -0.25 -0.27 0.21
H 0.413221 1.908720 -0.545257 -0.07 0.61 0.09 0.20
H -0.039710 3.094471 1.365185 0.07 0.13 0.02 0.37
H -1.431953 2.387961 1.621427 0.07 -0.11 0.15 0.37
H -2.582572 1.245651 -0.137328 0.01 0.51 0.44 0.23
H -1.733623 1.039119 -1.562603 0.35 0.16 -0.11 0.24
H -0.882621 3.675766 -1.710956 -0.02 -0.26 -0.04 0.13
O 2.683993 1.383394 2.924766 -0.08 -0.46 0.24 -0.96
H 1.747156 1.594339 2.835274 0.02 0.31 -0.26 0.48
H 3.189700 2.070031 2.483147 -0.15 0.10 -0.05 0.48
O -1.602800 -0.630214 -4.437391 0.10 -0.19 0.33 -0.95
H -2.379757 -0.486983 -3.886244 -0.15 0.27 -0.04 0.48
H -1.114939 -1.235304 -3.863014 0.17 -0.02 -0.21 0.47
O 1.153946 -1.431860 3.407707 1.28 0.52 -0.42 -0.98
H 1.097449 -0.889328 4.204545 -0.64 -0.35 0.16 0.51
H 1.816954 -0.913001 2.915112 -0.10 -0.31 -0.04 0.49
O 2.489632 2.884744 -2.452467 0.75 0.03 -0.20 -0.98
H 1.973153 2.264770 -3.003128 -0.27 0.30 0.48 0.51
H 1.936264 3.203425 -1.739969 -0.31 -0.11 -0.14 0.45
O -2.821049 -1.040624 -1.631048 -0.25 -0.24 -0.09 -0.98
H -2.489826 -1.467957 -0.824541 -0.03 -0.14 0.01 0.50
H -3.534267 -1.626977 -1.911092 0.03 0.06 0.02 0.48
O -1.946448 -2.687491 0.635139 0.35 -0.79 0.91 -1.00
H -2.439951 -3.020323 1.400210 -0.40 0.30 -0.38 0.48
H -1.061056 -3.059754 0.886234 -0.19 0.55 -0.47 0.51
O 0.535513 -3.386381 1.587615 -0.22 -0.19 -0.08 -0.99
H 0.854017 -4.273956 1.765953 0.19 0.14 0.29 0.49
H 0.890444 -2.743293 2.229229 -0.15 -0.40 0.33 0.52
O -0.897977 0.085247 4.171461 -0.02 0.23 1.42 -0.97
H -1.389263 -0.475445 3.570862 0.25 0.42 -0.58 0.49
H -0.540599 0.884817 3.772337 -0.51 -0.30 -0.74 0.49
O 0.565303 1.206223 -3.263711 0.16 0.35 -0.11 -1.02
H -0.026941 0.917530 -3.966199 -0.21 -0.32 0.26 0.51
H 0.486075 0.646846 -2.468382 -0.04 -0.38 -0.16 0.50
```
Positions in Å, forces in eV/Å.

For the highest occupied orbital energy, the calculation gives -8.95 eV. Its relative energy (zero: lowest compared OMol25 entry of this formula, charge and spin) is 53.97 kcal/mol. As for the SMILES: CN(C)C[C@H](N)CS.O.O.O.O.O.O.O.O.O. Its LUMO energy is 0.1 eV.

***

# C5H32N3O9

A cluster of 10 separate species, C5H32N3O9 in total in a non-equilibrium geometry (wB97M-V/def2-TZVPD, the OMol25 dataset).

XYZ file:
```
49
Properties=species:S:1:pos:R:3:forces:R:3:nbo_charge:R:1
C 2.903856 0.771050 2.682568 0.16 0.20 0.37 -0.62
C 2.193039 -0.416626 2.034942 0.19 0.85 0.32 -0.05
C 1.971106 -0.114584 0.553715 -0.31 -0.74 -0.34 -0.42
C 1.648963 -1.369880 -0.273306 0.16 -0.22 0.18 -0.21
N -1.796451 -2.019579 -1.238716 0.04 -0.03 -0.04 -0.75
C -0.511504 -1.731006 -1.311312 -0.52 -0.69 0.80 0.41
N 0.241988 -1.775027 -0.256829 0.67 0.86 0.16 -0.54
N 0.926808 -0.704968 2.700289 -0.13 -0.76 -0.38 -0.88
H 3.061382 0.631520 3.757188 0.00 -0.24 -0.13 0.22
H 2.293180 1.673663 2.609964 -0.03 0.03 -0.22 0.21
H 3.882250 0.965883 2.236836 -0.06 -0.01 -0.05 0.21
H 2.827337 -1.297536 2.136997 0.09 -0.10 -0.14 0.19
H 2.867114 0.329844 0.121293 0.06 -0.01 0.14 0.23
H 1.160811 0.607546 0.399040 0.05 0.11 0.24 0.20
H 2.221700 -2.210616 0.121478 0.08 -0.01 0.00 0.21
H 1.962056 -1.254689 -1.306173 -0.14 0.06 -0.19 0.21
H -2.346845 -2.029930 -2.077814 -0.10 0.01 0.10 0.42
H -2.231315 -2.193435 -0.338659 -0.14 -0.03 -0.27 0.44
H -0.079609 -1.544565 -2.265594 0.18 0.20 -0.35 0.24
H -0.190442 -1.945408 0.667302 -0.13 -0.22 -0.26 0.46
H 1.058738 -0.814233 3.699307 -0.02 0.15 -0.05 0.37
H 0.291444 0.057337 2.532180 -0.36 0.47 0.25 0.38
H 0.583013 3.487764 -2.688911 -0.08 -0.28 0.28 0.50
H 1.515402 2.526166 -1.900336 -0.34 0.01 -0.09 0.52
O 0.570316 2.807343 -1.994205 0.50 0.24 -0.32 -1.00
H -0.840363 -2.316520 2.544542 -0.53 0.00 -0.47 0.51
H -2.217327 -2.074124 1.761512 0.34 -0.03 0.42 0.51
O -1.400000 -2.618211 1.798592 0.18 0.13 0.28 -1.00
H -0.942847 4.568066 0.302218 0.04 -0.14 -0.09 0.50
H -0.305707 3.381576 -0.525335 -0.24 0.30 0.27 0.51
O -0.952379 3.611983 0.176706 0.09 -0.07 -0.25 -1.00
H 3.843625 2.566198 -1.792363 -0.15 -0.15 0.05 0.50
H 3.478799 1.287902 -2.557840 -0.14 0.14 0.13 0.50
O 3.138767 1.909897 -1.897962 0.42 0.06 -0.19 -0.96
H 1.375948 -3.465115 -3.859272 0.12 -0.08 -0.45 0.48
H 1.218464 -4.150418 -2.517815 0.00 -0.03 0.06 0.49
O 1.164229 -3.289462 -2.945254 0.00 -0.04 0.26 -0.96
H -1.158836 2.639317 1.695568 -0.05 -0.40 0.63 0.49
H -2.138241 1.521782 1.989102 -0.15 -0.21 0.09 0.47
O -1.418183 2.003795 2.402600 0.39 0.33 -0.45 -0.98
H -3.374024 -0.225225 0.634638 -0.15 -0.25 0.38 0.52
H -4.427911 -1.040323 1.446922 -0.56 0.02 0.22 0.49
O -3.551681 -1.089651 1.082310 0.66 0.31 -0.56 -1.01
H -1.777266 0.968119 -3.001125 -0.28 -0.05 -0.20 0.49
H -0.526791 1.409137 -2.257652 -0.24 -0.30 0.12 0.51
O -1.205561 0.691561 -2.281671 0.63 0.52 -0.29 -0.99
H -2.227382 0.888896 -0.873807 -0.11 0.14 0.00 0.50
H -2.464969 2.123331 -0.004073 -0.26 -0.23 -0.06 0.50
O -2.833794 1.240484 -0.192652 0.18 0.21 0.08 -1.01
```
Positions in Å, forces in eV/Å.

For the highest occupied orbital energy, the calculation gives -11.95 eV. Its relative energy (zero: lowest compared OMol25 entry of this formula, charge and spin) is 0.00 kcal/mol. Its LUMO energy is -2.7 eV. As for the net charge: +1.

***

Number 1: gap between HOMO and LUMO 9.66 eV. Number 2: gap between HOMO and LUMO 9.05 eV. Number 3: gap between HOMO and LUMO 9.27 eV.